{
  "formula": "C22H49NO4P2Ti",
  "method": "ωB97M-V/def2-TZVPD",
  "elements": ["Ti", "C", "O", "C", "O", "P", "C", "H", "C", "H", "C", "H", "C", "P", "H", "H", "C", "H", "C", "H", "H", "H", "C", "H", "H", "H", "C", "H", "H", "H", "C", "H", "H", "H", "C", "H", "H", "H", "C", "H", "H", "H", "C", "H", "H", "H", "C", "H", "C", "H", "H", "C", "H", "H", "H", "C", "H", "H", "H", "C", "H", "H", "H", "C", "H", "H", "H", "H", "H", "N", "C", "C", "O", "O", "H", "H", "H", "H", "H"],
  "positions_angstrom": [[-0.5462, 0.2500, 0.2233], [0.0343, -0.7154, -1.4144], [0.3007, -1.2503, -2.4359], [-2.3526, 0.3932, -0.5948], [-3.3893, 0.4454, -1.1311], [-0.6614, -2.2628, 0.8604], [-1.3695, -2.3205, 2.5765], [-1.5895, -3.3845, 2.7418], [-1.8517, -3.2972, -0.1401], [-2.5422, -2.5133, -0.4964], [0.8581, -3.3344, 1.0610], [1.4586, -2.7401, 1.7696], [2.4761, 2.0325, -1.6275], [0.7043, 2.1289, -1.0357], [0.9363, 4.4657, -0.6881], [3.0137, 1.8166, -0.6909], [-0.1453, 2.7909, -2.5539], [0.6286, 3.4232, -3.0145], [-1.2361, -3.9623, -1.3738], [-0.8194, -4.9516, -1.1378], [-0.4752, -3.3548, -1.8719], [-2.0447, -4.1209, -2.1027], [-2.6452, -4.3275, 0.6763], [-3.0706, -5.0737, -0.0082], [-3.4761, -3.8713, 1.2235], [-2.0176, -4.8739, 1.3924], [0.5852, -4.7025, 1.7008], [0.0300, -4.6524, 2.6440], [1.5520, -5.1734, 1.9322], [0.0578, -5.3803, 1.0162], [1.6957, -3.5126, -0.2135], [2.7462, -3.6588, 0.0770], [1.6545, -2.6525, -0.8890], [1.3889, -4.4033, -0.7770], [-0.3602, -1.8747, 3.6465], [0.2149, -2.7399, 4.0073], [-0.8796, -1.4423, 4.5152], [0.3644, -1.1403, 3.2603], [-2.7047, -1.5764, 2.6432], [-2.5893, -0.4894, 2.5452], [-3.1789, -1.7914, 3.6118], [-3.4041, -1.8926, 1.8599], [3.0147, 3.3469, -2.2156], [2.6282, 4.2590, -1.7511], [2.8246, 3.4067, -3.2952], [4.1056, 3.3602, -2.0810], [2.7692, 0.8870, -2.5968], [2.2570, 1.0211, -3.5576], [-0.4068, 3.9100, 0.8700], [2.4976, -0.0915, -2.1937], [3.8498, 0.8772, -2.8020], [2.1004, 3.6207, 0.9401], [-0.3354, 3.4023, 1.8406], [-0.5134, 4.9874, 1.0572], [-1.3401, 3.5822, 0.4017], [0.8499, 3.6467, 0.0429], [1.9427, 4.2602, 1.8209], [2.9802, 4.0062, 0.4119], [2.3304, 2.6077, 1.2997], [-1.3703, 3.6451, -2.2243], [-2.1363, 3.0414, -1.7183], [-1.7963, 4.0087, -3.1693], [-1.1292, 4.5155, -1.6069], [-0.5447, 1.6984, -3.5473], [0.2462, 0.9754, -3.7674], [-0.8335, 2.1888, -4.4889], [-1.4189, 1.1454, -3.1803], [0.9099, 0.5440, 2.0682], [1.2716, -0.0426, 1.7105], [-0.7944, 1.8556, 4.0427], [-2.1847, 2.3668, 3.6378], [-2.4212, 1.8998, 2.2249], [-3.4260, 2.1199, 1.5776], [-1.3609, 1.2701, 1.7461], [-0.7060, 0.8326, 3.9185], [-0.5477, 2.0746, 5.0172], [-0.0801, 2.2772, 3.4312], [-2.9365, 1.9734, 4.3348], [-2.2165, 3.4642, 3.7006]],
  "atomic_forces_ev_per_a": [[1.8, 2.6, 6.3], [2.0, -4.2, -8.4], [-1.6, 3.1, 6.0], [-9.3, 0.5, -4.8], [5.9, -0.3, 3.1], [0.1, -2.9, 0.7], [-0.4, 1.0, 0.3], [0.2, 0.2, -0.4], [-0.6, 0.8, -0.8], [-0.2, -0.4, -0.1], [1.0, 0.8, -0.1], [-0.1, -0.1, -0.1], [0.6, -1.1, 0.4], [1.3, 1.7, -1.3], [0.0, -0.4, -0.1], [0.0, 0.1, -0.2], [-1.0, -0.4, -0.3], [0.1, -0.2, 0.4], [0.1, 0.0, -0.4], [0.0, 0.4, 0.0], [-0.1, -0.3, 0.1], [0.2, 0.0, 0.2], [-0.1, 0.0, 0.7], [0.1, 0.3, 0.0], [0.2, -0.2, -0.1], [-0.2, 0.1, -0.3], [-0.4, -0.3, 0.2], [0.2, -0.1, -0.2], [-0.1, 0.3, -0.1], [0.2, 0.2, 0.2], [0.3, -0.1, -0.1], [-0.3, 0.0, -0.1], [0.2, -0.2, 0.1], [0.1, 0.3, 0.2], [0.1, -0.1, 0.1], [-0.1, 0.4, 0.0], [0.1, -0.2, -0.2], [-0.2, -0.2, 0.3], [-0.3, 0.0, 0.1], [0.0, -0.4, 0.2], [0.0, 0.1, -0.3], [0.1, 0.0, 0.2], [-0.2, 0.4, -0.1], [0.1, -0.2, -0.1], [0.0, -0.1, 0.3], [-0.3, -0.1, 0.0], [0.0, -0.1, -0.2], [0.2, 0.0, 0.2], [-0.3, 0.3, 0.2], [0.2, 0.0, 0.0], [-0.3, 0.0, 0.0], [0.1, 0.2, 0.0], [0.1, 0.3, -0.2], [0.1, -0.3, 0.0], [0.1, 0.1, 0.0], [-0.4, -0.2, 1.0], [0.0, -0.1, -0.3], [-0.1, -0.2, 0.3], [0.0, 0.2, 0.0], [0.1, 0.1, 0.0], [0.0, 0.2, -0.1], [0.1, -0.1, 0.3], [-0.2, -0.1, -0.2], [0.1, -0.1, -0.2], [-0.1, 0.2, -0.1], [0.0, -0.3, 0.2], [0.0, 0.1, -0.1], [0.4, -0.5, -0.7], [-0.2, 0.5, 0.2], [-0.1, 0.2, 0.3], [0.3, -0.2, 0.6], [-2.7, 1.3, -0.9], [1.9, -0.6, 1.2], [1.9, -2.4, -3.1], [-0.3, 0.4, 0.2], [-0.2, 0.1, 0.0], [-0.2, 0.0, 0.4], [0.2, 0.0, -0.2], [0.1, -0.3, 0.0]],
  "multiplicity": 1,
  "e_tot_ev": -74936.840,
  "e_homo_ev": -21.95,
  "total_charge": 4,
  "e_lumo_ev": -16.410,
  "e_above_lowest_ev": 0.000
}

---

{
  "formula": "C26H31N3O5",
  "method": "ωB97M-V/def2-TZVPD",
  "elements": ["C", "O", "C", "C", "C", "C", "O", "C", "C", "N", "C", "O", "C", "C", "C", "N", "C", "O", "C", "C", "C", "O", "N", "C", "C", "C", "C", "C", "C", "C", "C", "C", "C", "C", "H", "H", "H", "H", "H", "H", "H", "H", "H", "H", "H", "H", "H", "H", "H", "H", "H", "H", "H", "H", "H", "H", "H", "H", "H", "H", "H", "H", "H", "H", "H"],
  "positions_angstrom": [[-2.1104, -4.1000, 0.7939], [-1.1032, -3.0274, 1.1342], [-0.0150, -3.0129, 0.4842], [0.2653, -3.6821, -0.6970], [1.5385, -3.4588, -1.3074], [2.3282, -2.6556, -0.5068], [3.5606, -2.1326, -1.2754], [4.0546, -2.9823, -2.5176], [1.9634, -1.8704, 0.5047], [2.9552, -0.9734, 0.9544], [2.5928, 0.2640, 1.6693], [1.6794, 0.6261, 2.0913], [3.7457, 1.3924, 1.7741], [3.1009, 2.7300, 1.7447], [2.6080, 3.2994, 0.6346], [2.5382, 2.3246, -0.7144], [1.5015, 1.4784, -0.7794], [1.4647, 0.3130, -1.5237], [0.1467, 2.1192, -0.2104], [-0.6092, 3.0043, -0.9361], [-1.9946, 2.7458, -0.8698], [-2.8710, 3.6849, -1.3299], [-2.2374, 1.5126, -0.5579], [-3.4003, 0.9290, -0.2036], [-3.4899, -0.6167, -0.0425], [-4.7066, -1.1981, 0.1967], [-5.8301, -0.2316, 0.2469], [-7.0985, -1.2044, 0.6102], [-5.7999, 0.9466, -0.1659], [-4.6338, 1.6177, 0.0610], [-0.8688, 0.7435, -0.1328], [4.0148, 1.6563, -0.9417], [4.7483, 1.2984, 0.5198], [0.8188, -2.1964, 0.8870], [-2.8600, -4.0591, 1.3818], [-1.8719, -5.1325, 0.8631], [-2.4746, -4.0112, -0.2768], [-0.2855, -4.4997, -1.0488], [1.7729, -3.8593, -2.0342], [3.3312, -2.4630, -3.1502], [4.1224, -3.9040, -2.4576], [4.9303, -2.4006, -2.5288], [3.8515, -0.8773, 0.5061], [4.4296, 1.0252, 2.4581], [2.1882, 2.7378, 2.6787], [3.8635, 3.5436, 2.3206], [3.4454, 4.0288, 0.0599], [1.8833, 3.7860, 0.8382], [0.2878, 2.3483, 0.7917], [-0.4253, 4.1266, -0.6971], [-0.2198, 2.9697, -2.1447], [-2.4044, -1.1345, -0.0378], [-4.7824, -2.1401, 0.2765], [-7.7277, -0.7620, 1.6557], [-7.1523, -2.2503, 0.4725], [-7.9530, -0.9940, -0.2877], [-6.8617, 1.6365, 0.1111], [-4.6448, 2.7063, -0.3487], [-0.8476, 0.1878, 0.8225], [-0.7002, 0.2204, -1.0722], [4.3079, 2.2130, -1.6078], [3.5470, 0.6627, -1.3091], [5.4047, 0.4117, 0.4434], [5.4186, 2.3115, 0.7585], [0.5335, -1.4479, 1.8372]],
  "atomic_forces_ev_per_a": [[4.6, 1.4, -5.3], [-6.8, -3.2, 2.3], [-2.9, -5.9, -6.1], [2.0, -0.4, -0.7], [-6.0, 6.7, 15.7], [4.9, 0.3, -8.0], [-0.9, -3.0, 1.6], [-3.0, 12.2, 1.9], [8.2, 1.1, -2.4], [-2.0, 2.8, 2.8], [16.2, -4.3, -7.4], [-16.4, 3.2, 6.6], [0.6, -2.9, -5.3], [2.2, -0.3, 11.9], [10.1, -2.4, -12.3], [2.0, -0.4, 3.7], [-2.3, -3.6, -4.2], [0.5, 6.2, 4.1], [1.8, -8.7, 1.6], [2.6, 6.5, -5.9], [-6.1, 6.0, -3.9], [3.7, -4.5, 2.6], [2.6, -3.0, 3.1], [-4.6, -3.5, 1.7], [3.3, 2.5, -0.3], [1.5, 10.0, -0.9], [-1.8, -14.2, 1.7], [-4.5, 5.9, -0.8], [-5.0, 7.9, 2.7], [4.4, 3.3, -5.1], [-0.5, 3.8, -2.1], [-7.3, -7.9, 8.6], [0.1, 5.0, -1.2], [-0.9, 9.7, 11.4], [-5.1, 1.4, 4.3], [1.8, -0.8, 0.2], [0.5, 0.4, 1.1], [-1.2, -0.7, -0.6], [4.3, -6.8, -12.7], [0.3, -1.3, -1.1], [0.4, -8.7, 0.9], [1.6, -0.2, -0.9], [-0.4, -0.7, -0.5], [0.8, 0.3, 2.6], [2.5, -0.3, -2.7], [-1.8, -2.1, -1.6], [-2.2, -1.4, 1.9], [-9.6, 6.2, 1.3], [0.4, 0.7, 1.9], [-0.3, -1.8, -0.3], [-1.4, 0.0, 3.0], [-3.0, 0.7, -0.2], [-1.0, -6.8, 0.9], [2.1, -1.7, -3.0], [1.2, -1.2, 0.7], [1.9, 0.0, 2.3], [3.0, -2.0, -1.5], [0.4, -1.7, 1.5], [-0.4, 0.5, -0.7], [0.5, -0.7, 0.7], [4.5, 5.5, -6.6], [1.5, 1.3, -0.1], [-0.5, 0.5, 0.1], [-1.0, -2.8, -0.7], [0.0, -2.4, -2.2]],
  "multiplicity": 1,
  "e_tot_ev": -42150.776,
  "e_homo_ev": -7.75,
  "smiles": "COc1ccc(OC)c(NC(=O)C2CCN(C(=O)[C@H]3CC(=O)N(c4ccc(C)cc4)C3)CC2)c1",
  "e_lumo_ev": 0.443,
  "e_above_lowest_ev": 24.242
}

---

{
  "formula": "C15H35O19P2V2",
  "method": "ωB97M-V/def2-TZVPD",
  "elements": ["O", "V", "O", "O", "V", "O", "O", "C", "O", "O", "H", "C", "O", "P", "O", "O", "C", "O", "C", "H", "H", "H", "H", "H", "H", "H", "H", "H", "C", "O", "P", "O", "O", "C", "O", "C", "H", "H", "H", "H", "H", "H", "H", "H", "H", "O", "C", "O", "C", "C", "C", "H", "H", "H", "H", "H", "H", "H", "H", "O", "C", "O", "C", "C", "C", "H", "H", "H", "H", "H", "H", "H", "H"],
  "positions_angstrom": [[-1.6172, -3.8376, 0.6095], [-0.4045, -3.2184, 1.4025], [-0.9947, -3.1294, 2.9024], [1.0742, -2.5798, -3.4254], [1.4664, -3.5822, -2.2444], [2.9251, -3.1574, -1.7256], [-0.5471, 0.1751, -0.8778], [-0.1518, -0.8831, -0.2050], [-0.5214, -1.0050, 0.9569], [0.4834, -1.8468, -0.7153], [-0.9516, 0.6865, -0.1732], [-0.7206, -2.0670, -6.1405], [-1.7668, -1.1144, -6.3347], [-1.4607, 0.4383, -6.5508], [-0.2928, 0.7007, -7.4701], [-2.8923, 1.0675, -6.9998], [-3.1138, 2.4064, -6.6814], [-1.3297, 1.0526, -5.0439], [-0.1541, 0.8774, -4.2724], [0.2413, -1.6268, -5.8778], [-0.6173, -2.5837, -7.0947], [-1.0344, -2.8965, -5.5068], [-3.8674, 2.4955, -5.8989], [-3.5182, 2.8003, -7.6137], [-2.3964, 3.1797, -6.4068], [0.2717, 1.8341, -3.9698], [0.7405, 0.4556, -4.7305], [-0.3989, 0.3526, -3.3489], [3.2783, -3.4740, 4.7219], [3.6513, -2.6019, 3.6536], [3.1719, -2.7636, 2.1202], [1.7155, -2.6899, 1.8611], [4.0155, -1.7095, 1.2785], [3.4844, -0.5929, 0.6827], [3.7290, -4.2146, 1.6730], [5.0406, -4.5734, 1.2322], [2.3898, -3.0359, 5.1766], [3.9030, -3.5380, 5.6128], [3.2133, -4.4693, 4.2824], [4.1177, 0.2796, 0.8428], [2.5547, -0.2755, 1.1551], [3.4821, -0.6492, -0.4058], [5.3542, -5.5714, 1.5387], [5.7865, -3.8270, 1.5053], [5.0334, -4.6868, 0.1481], [0.2878, 3.0723, 4.3532], [1.2027, 3.8944, 4.1600], [1.8711, 4.0073, 2.9923], [1.6986, 3.1758, 1.8581], [0.6097, 3.5892, 0.9234], [1.7322, 4.7864, 5.2805], [1.4700, 2.1395, 2.1072], [2.6959, 3.1465, 1.4192], [-0.3262, 3.3489, 1.4280], [0.6733, 2.9363, 0.0529], [0.6462, 4.6524, 0.6860], [2.6917, 5.2401, 5.0324], [1.8344, 4.1917, 6.1882], [0.9059, 5.4456, 5.5466], [-4.5673, 0.9400, 3.8989], [-4.0687, 0.2961, 3.0087], [-4.3842, 0.3353, 1.6792], [-5.4387, 1.2328, 1.1478], [-4.8219, 1.8240, -0.1265], [-2.9080, -0.5998, 3.2316], [-5.8470, 1.9159, 1.8926], [-6.2426, 0.5882, 0.7923], [-4.4911, 0.9744, -0.7239], [-4.0417, 2.5067, 0.2102], [-5.5161, 2.3586, -0.7750], [-3.1167, -1.5329, 2.7083], [-3.0027, -0.9070, 4.2731], [-1.9183, -0.1589, 3.1125]],
  "atomic_forces_ev_per_a": [[1.3, -0.1, -0.4], [-1.1, 3.2, 3.3], [1.3, -0.1, -2.6], [1.2, -2.5, 2.1], [1.2, 5.4, -0.3], [-2.9, -1.2, -1.3], [0.9, 0.0, -0.3], [0.2, -2.0, -1.6], [-1.3, -1.0, 3.4], [0.8, -1.5, -1.7], [-0.5, 0.8, -0.1], [0.0, -0.6, -1.5], [-0.5, 0.6, 0.5], [1.3, 0.9, -1.3], [-2.1, -0.5, 2.1], [2.9, -2.2, 1.2], [-2.2, 2.3, -0.7], [0.1, -0.4, -1.1], [0.8, 0.6, 0.8], [-0.2, 0.0, 0.2], [0.4, 0.2, -0.2], [-0.2, 0.6, 0.7], [-0.2, -0.3, -0.1], [-0.4, 0.3, 0.2], [1.3, -1.1, 0.0], [-0.6, 0.5, 0.0], [-0.5, -0.6, -0.7], [-0.1, -0.2, -0.2], [-1.1, -0.5, 0.3], [0.3, 1.1, -2.2], [3.0, -1.4, 0.8], [-1.3, -0.8, -0.3], [0.1, -2.6, 1.8], [-0.4, 3.0, -0.7], [-1.3, 1.1, 0.5], [0.9, 0.1, -0.9], [-0.6, -0.6, -0.5], [1.2, 0.5, -0.8], [-0.6, -0.1, 0.5], [0.5, -0.2, 0.4], [-0.4, -0.4, -0.5], [-0.6, -0.6, 0.1], [-0.5, 0.2, 0.8], [-0.1, -0.1, 0.1], [-0.2, 0.5, -0.1], [1.8, 1.7, -0.9], [-1.4, -2.3, 0.7], [0.1, 0.8, 0.9], [0.4, -1.0, 0.1], [-0.4, 0.1, 0.3], [-0.4, -0.7, -0.5], [0.1, -0.1, 0.7], [-0.1, 0.3, -0.3], [-0.2, 0.3, -0.1], [0.0, 0.3, -0.3], [0.0, -0.2, -0.3], [-0.4, 0.3, 0.0], [0.2, -0.3, -0.2], [0.3, 0.6, -0.3], [-0.9, 0.8, 1.0], [0.8, -0.5, -5.7], [0.0, 0.5, 3.4], [-0.9, 0.0, -1.6], [0.0, 0.0, 1.0], [-0.3, -1.2, 2.3], [0.5, 0.0, 0.0], [0.0, -0.3, 0.6], [0.5, 0.2, 0.0], [0.3, -0.1, -0.6], [-0.3, 0.1, 0.5], [0.2, 0.3, -0.6], [0.5, 0.0, 0.3], [-0.3, 0.3, -0.5]],
  "multiplicity": 2,
  "e_tot_ev": -124961.143,
  "e_homo_ev": [-13.73, -13.73],
  "total_charge": 2,
  "e_lumo_ev": [-8.881, -11.213],
  "s2": 0.756
}

---

{
  "formula": "C5H7NO",
  "method": "ωB97M-V/def2-TZVPD",
  "elements": ["O", "C", "C", "C", "C", "C", "N", "H", "H", "H", "H", "H", "H", "H"],
  "positions_angstrom": [[-2.0301, 0.1228, 1.1996], [-0.9188, 0.4771, 0.8816], [0.1015, -0.4732, 0.3294], [0.7335, -0.3067, -1.0175], [0.9407, 1.1461, -1.3572], [1.5813, 1.2968, -0.1960], [1.5314, -0.1103, 0.2159], [-2.4274, -2.1016, 1.0057], [-0.6011, 1.5269, 1.0076], [-0.0518, -1.5057, 0.6394], [0.9193, -1.1672, -1.6544], [-2.3943, -2.7898, 0.7209], [0.6425, 1.7774, -2.1837], [1.9733, 2.1075, 0.4087]],
  "atomic_forces_ev_per_a": [[0.5, 0.2, -0.1], [-0.3, 0.0, 0.1], [-0.2, -0.1, 0.1], [-0.1, -0.3, -0.3], [0.1, 0.1, 0.1], [0.0, 0.2, -0.1], [0.2, 0.0, 0.2], [0.0, -0.1, -0.1], [-0.1, -0.1, 0.0], [0.0, 0.2, 0.0], [-0.1, 0.1, 0.1], [0.0, 0.0, 0.0], [0.1, -0.1, 0.2], [0.0, -0.1, -0.1]],
  "multiplicity": 1,
  "e_tot_ev": -8831.397,
  "e_homo_ev": -9.41,
  "e_lumo_ev": 0.728,
  "e_above_lowest_ev": 4.806
}